1.
Formula: C18H20FNOS
Source: the Open Molecules 2025 dataset
Level of theory: the ωB97M-V functional and the def2-TZVPD basis

```
42
Properties=species:S:1:pos:R:3:forces:R:3
C -3.140473 -2.354742 -1.208747 0.2 0.1 0.3
C -2.372869 -1.387459 -0.314466 0.0 -0.1 0.0
N -1.213716 -0.870120 -1.028474 -0.4 -0.1 -0.1
C 0.047000 -0.960677 -0.557169 0.4 0.1 -0.6
O 0.339037 -1.558638 0.456875 0.1 -0.2 0.5
C 1.072173 -0.212307 -1.396406 0.0 -0.2 0.3
C 1.008270 1.273186 -1.048652 0.5 0.2 -0.3
S 2.456432 2.191093 -1.677511 0.0 0.1 0.1
C 3.519666 2.188905 -0.176849 -0.5 0.1 -0.4
C 3.770418 0.802503 0.310940 -0.1 -0.1 0.4
C 4.612483 -0.062890 -0.380622 0.0 -0.1 0.2
C 4.788024 -1.368941 0.037127 0.1 0.0 -0.2
C 4.118378 -1.840335 1.155274 -0.1 0.1 0.1
C 3.281722 -1.000080 1.866398 -0.1 0.1 0.0
C 3.123283 0.302658 1.435923 0.3 0.0 -0.2
F 2.309236 1.122764 2.143103 0.0 -0.1 -0.1
C -3.176774 -0.212437 0.204403 0.0 0.0 0.1
C -2.596680 0.581412 1.190103 0.0 0.0 0.0
C -3.253020 1.694348 1.679692 0.1 0.0 0.0
C -4.504648 2.031162 1.190361 -0.1 0.1 0.0
C -5.088718 1.248627 0.211110 -0.1 0.1 0.0
C -4.428265 0.135211 -0.283065 0.1 -0.1 0.0
H -2.497663 -3.191427 -1.471702 0.0 0.0 0.0
H -3.460035 -1.866649 -2.127301 -0.1 0.0 -0.1
H -4.012586 -2.737867 -0.686235 -0.1 -0.1 0.0
H -1.959203 -1.934967 0.541050 -0.1 0.1 -0.2
H -1.399227 -0.324018 -1.855009 0.1 0.0 0.0
H 0.889364 -0.356136 -2.462343 0.0 0.0 0.0
H 2.057971 -0.609126 -1.152001 -0.1 0.0 0.0
H 0.131961 1.745575 -1.493297 0.0 0.0 0.1
H 0.975244 1.423821 0.028677 -0.1 0.0 0.1
H 3.023295 2.802248 0.574654 0.2 0.0 0.0
H 4.439499 2.674273 -0.500369 0.0 0.0 0.1
H 5.116538 0.301677 -1.263787 0.0 0.0 -0.1
H 5.443390 -2.023959 -0.516703 0.1 -0.1 0.0
H 4.244030 -2.863602 1.472713 0.0 -0.1 0.0
H 2.739492 -1.340127 2.733113 -0.1 0.0 0.1
H -1.622035 0.314893 1.573041 0.1 0.0 0.1
H -2.789706 2.298379 2.445636 0.0 0.0 0.1
H -5.021966 2.898803 1.572198 0.0 0.1 0.0
H -6.064815 1.504481 -0.174848 -0.1 0.0 0.0
H -4.904498 -0.459498 -1.046849 0.0 -0.1 -0.1
```
Positions in Å, forces in eV/Å.

The calculation puts the gap between HOMO and LUMO at 9.2 eV. The relative energy (zero: lowest compared OMol25 entry of this formula, charge and spin) is 14.6 kJ/mol. The multiplicity is 1. Its structure (SMILES) is C[C@@H](NC(=O)CCSCc1ccccc1F)c1ccccc1. As for the HOMO energy: -8.55 eV. The LUMO energy is 0.67 eV.

Charges per atom according to Mulliken partitioning, unit e: number 1, C, carries -1.80; number 2, C, carries 0.39; number 3, N, carries -0.06; number 4, C, carries 0.38; number 5, O, carries -0.64; number 6, C, carries -0.44; number 7, C, carries -0.56; number 8, S, carries -0.13; number 9, C, carries -1.28; number 10, C, carries 0.12; number 11, C, carries -0.20; number 12, C, carries -0.66; number 13, C, carries -0.36; number 14, C, carries -0.56; number 15, C, carries 0.95; number 16, F, carries -0.43; number 17, C, carries 0.17; number 18, C, carries -0.39; number 19, C, carries -0.70; number 20, C, carries -0.40; number 21, C, carries -0.67; number 22, C, carries -0.24; number 23, H, carries 0.44; number 24, H, carries 0.37; number 25, H, carries 0.40; number 26, H, carries 0.39; number 27, H, carries 0.33; number 28, H, carries 0.46; number 29, H, carries 0.06; number 30, H, carries 0.46; number 31, H, carries 0.17; number 32, H, carries 0.38; number 33, H, carries 0.48; number 34, H, carries 0.39; number 35, H, carries 0.40; number 36, H, carries 0.38; number 37, H, carries 0.44; number 38, H, carries 0.51; number 39, H, carries 0.40; number 40, H, carries 0.38; number 41, H, carries 0.38; number 42, H, carries 0.32


2.
Formula: C18H20N2O3
Source: the Open Molecules 2025 dataset
Level of theory: the ωB97M-V functional and the def2-TZVPD basis

```
43
Properties=species:S:1:pos:R:3:forces:R:3
C -6.721030 -0.336415 1.214422 0.3 -0.2 -0.2
C -5.979861 -1.579478 0.729274 -0.3 0.1 0.3
O -5.187277 -1.330849 -0.412687 0.1 0.0 -0.2
C -4.013971 -0.647214 -0.289147 0.2 0.1 -0.2
C -3.408760 -0.279799 0.908491 -0.3 -0.2 0.0
C -2.204588 0.399853 0.895100 0.2 0.1 -0.2
C -1.579647 0.729409 -0.302424 -0.3 -0.2 -0.1
N -0.372949 1.435345 -0.230904 -0.1 0.0 0.5
C 0.439663 1.828290 -1.234327 0.5 0.4 0.2
O 0.265017 1.652492 -2.420876 -0.1 -0.1 -0.3
C 1.687430 2.557626 -0.695920 -0.2 0.1 0.0
N 2.570903 1.661834 0.022064 0.1 0.1 -0.3
C 2.352790 1.290821 1.298040 0.4 -0.1 0.0
O 1.411282 1.705367 1.952722 -0.3 0.1 0.3
C 3.394156 0.333623 1.857144 -0.2 0.0 0.1
C 3.760874 -0.731319 0.862190 0.2 -0.1 0.0
C 5.052173 -0.837814 0.361971 -0.1 0.1 0.1
C 5.366236 -1.810743 -0.572072 0.1 -0.1 -0.1
C 4.389926 -2.682216 -1.021667 0.1 0.0 0.0
C 3.098063 -2.580680 -0.531301 -0.1 0.0 0.0
C 2.785849 -1.612518 0.404769 0.1 0.0 0.0
C -2.178964 0.355019 -1.502876 0.1 0.0 -0.1
C -3.378115 -0.323148 -1.489090 -0.2 -0.1 0.3
H -6.021509 0.438531 1.518166 0.0 0.1 0.1
H -7.341309 0.057396 0.413247 -0.1 0.0 0.0
H -7.354490 -0.592765 2.059275 -0.1 0.0 0.1
H -5.375693 -2.013128 1.536201 0.0 0.0 -0.1
H -6.699594 -2.333786 0.398506 0.1 0.1 0.1
H -3.856650 -0.516020 1.860859 -0.1 0.0 0.1
H -1.741883 0.681798 1.830425 0.0 0.0 0.1
H -0.053396 1.639743 0.715855 0.1 0.0 -0.3
H 1.371382 3.349918 -0.010453 0.1 0.0 -0.1
H 2.228377 2.991152 -1.537140 -0.1 -0.1 0.1
H 3.288771 1.189386 -0.505304 -0.1 0.0 0.1
H 4.274852 0.915794 2.139010 0.0 0.0 0.0
H 2.977168 -0.108657 2.764360 0.0 0.1 -0.1
H 5.819072 -0.159078 0.708892 0.1 0.1 0.1
H 6.375361 -1.885370 -0.949571 0.1 0.0 0.0
H 4.634203 -3.438780 -1.751955 0.0 -0.1 -0.1
H 2.331917 -3.256656 -0.879980 -0.1 -0.1 0.0
H 1.777746 -1.533032 0.786205 -0.1 0.0 0.0
H -1.702401 0.600898 -2.436805 0.0 0.0 0.0
H -3.852188 -0.617633 -2.411808 -0.1 0.0 -0.1
```
Positions in Å, forces in eV/Å.

The calculation puts the gap between HOMO and LUMO at 8.5 eV. The relative energy (zero: lowest compared OMol25 entry of this formula, charge and spin) is 63.5 kJ/mol. The multiplicity is 1. Its structure (SMILES) is CCOc1ccc(NC(=O)CNC(=O)Cc2ccccc2)cc1. As for the HOMO energy: -7.74 eV. The LUMO energy is 0.71 eV.

Charges per atom according to Mulliken partitioning, unit e: number 1, C, carries -1.04; number 2, C, carries -0.42; number 3, O, carries -0.47; number 4, C, carries 0.71; number 5, C, carries -0.24; number 6, C, carries -1.10; number 7, C, carries 0.32; number 8, N, carries 0.01; number 9, C, carries 0.81; number 10, O, carries -0.67; number 11, C, carries -1.12; number 12, N, carries -0.03; number 13, C, carries 0.58; number 14, O, carries -0.75; number 15, C, carries -0.90; number 16, C, carries 0.12; number 17, C, carries -0.24; number 18, C, carries -0.59; number 19, C, carries -0.36; number 20, C, carries -0.72; number 21, C, carries 0.03; number 22, C, carries -0.31; number 23, C, carries -0.67; number 24, H, carries 0.34; number 25, H, carries 0.30; number 26, H, carries 0.35; number 27, H, carries 0.32; number 28, H, carries 0.31; number 29, H, carries 0.33; number 30, H, carries 0.41; number 31, H, carries 0.12; number 32, H, carries 0.33; number 33, H, carries 0.43; number 34, H, carries 0.29; number 35, H, carries 0.36; number 36, H, carries 0.31; number 37, H, carries 0.33; number 38, H, carries 0.38; number 39, H, carries 0.38; number 40, H, carries 0.40; number 41, H, carries 0.42; number 42, H, carries 0.51; number 43, H, carries 0.41


What is the relative energy (zero: lowest compared OMol25 entry of this formula, charge and spin) in the second record?
63.5 kJ/mol